Entry 1:
Here is a structure of composition C17H25N5OPS3SbSn from the Open Molecules 2025 dataset. Energies are from wB97M-V/def2-TZVPD.

Geometry as XYZ:
```
54
Properties=species:S:1:pos:R:3:forces:R:3:mulliken_charge:R:1
Sb 1.80071 -0.87353 4.63989 0.19 -0.39 0.39 0.406
Sn 0.93168 1.10011 2.27524 -0.20 0.38 -0.27 0.384
S -0.35778 -0.03413 4.10785 -0.26 0.08 -0.03 -0.433
S 3.01946 1.21090 4.53426 0.00 -0.12 -0.17 -0.300
S 2.43436 -0.96996 2.30739 0.15 0.18 -0.02 -0.453
P 2.39570 0.77557 -0.76559 0.08 -0.18 0.21 0.754
O -0.66926 0.36459 0.71509 0.42 0.08 -0.20 -0.673
N -2.49070 -2.51866 1.09516 0.04 0.10 0.07 0.085
N -2.35954 -1.14875 1.03979 -0.10 -0.13 -0.07 0.508
N 4.08165 2.50398 -2.17819 -0.05 -0.03 0.00 0.141
N 1.87041 2.16484 -3.14670 0.00 -0.03 0.03 0.060
N 3.55584 0.40889 -3.29041 -0.06 0.02 0.03 0.143
C -4.64070 1.67823 1.67065 0.01 0.00 -0.01 -0.745
C 3.72810 2.06635 -0.81963 0.01 0.09 0.03 -1.001
C -1.31521 -3.06767 0.74585 -0.03 -0.07 0.01 0.531
C 4.58396 1.40499 -2.99857 0.09 0.00 0.00 -0.873
C 2.46699 1.01060 -3.96859 -0.06 0.07 -0.02 -0.740
C 3.13221 -0.31210 -2.07941 -0.01 -0.02 -0.10 -1.039
C 3.00742 3.15344 -2.83143 -0.09 0.02 -0.09 -0.768
C -0.40180 -2.07036 0.50065 -0.02 0.08 -0.05 -0.737
C -3.76925 0.81851 1.01984 -0.05 -0.02 0.01 -0.263
C -3.28487 -0.28723 1.69804 0.07 0.01 0.03 -0.257
C -3.64221 -0.54244 3.01354 -0.05 0.03 0.03 0.459
C -1.15220 -4.54423 0.64849 0.02 0.00 -0.01 -1.682
C -5.02747 1.42123 2.97820 0.02 0.00 0.00 -0.437
C 1.21728 1.66131 -1.88680 -0.03 0.12 -0.13 -0.937
C -4.52891 0.31273 3.64816 0.01 -0.02 -0.02 -0.940
C -1.06319 -0.83614 0.71218 -0.17 -0.20 0.36 0.822
C -3.78876 -3.15687 1.21802 0.02 0.00 -0.09 -1.061
H 3.99785 -0.82828 -1.66098 -0.02 0.00 0.02 0.417
H 1.17434 2.64461 -3.71792 0.01 0.00 0.00 0.333
H 2.78933 1.45696 -4.91073 0.01 -0.03 0.01 0.358
H 0.64706 -2.19872 0.30781 0.03 0.02 -0.05 0.451
H -3.45754 0.99676 0.00038 0.00 0.01 -0.02 0.413
H -5.02282 2.54722 1.15327 -0.01 0.02 -0.01 0.399
H 1.65508 0.30480 -4.14307 0.04 -0.02 -0.01 0.385
H -1.64509 -5.05932 1.47186 -0.01 0.02 0.02 0.382
H 3.31940 3.55367 -3.79778 0.02 0.02 0.04 0.361
H -4.81164 0.12193 4.67390 -0.01 0.01 0.02 0.390
H 0.40077 0.99595 -2.16925 -0.01 -0.01 0.01 0.495
H 2.57141 3.94076 -2.21695 0.04 0.00 0.00 0.383
H -1.57076 -4.92016 -0.28711 0.00 -0.01 0.00 0.333
H 4.95685 1.81103 -3.94076 0.00 0.00 0.00 0.312
H 0.78650 2.52077 -1.37066 -0.01 -0.04 0.04 0.429
H -5.71077 2.09219 3.47952 -0.02 0.01 0.01 0.419
H 5.40631 0.92116 -2.47507 0.01 0.01 -0.02 0.384
H -3.20704 -1.38076 3.54128 0.00 0.00 -0.01 0.598
H 4.62011 1.67217 -0.33044 -0.01 -0.02 0.00 0.416
H 2.40868 -1.08189 -2.35815 0.02 -0.01 0.00 0.446
H 3.41076 2.93397 -0.23604 0.00 -0.02 0.01 0.423
H -3.98501 -3.46704 2.24344 -0.01 0.01 0.00 0.336
H -3.81577 -4.02264 0.55955 -0.03 0.00 0.03 0.439
H -0.09482 -4.79608 0.67405 0.00 0.01 -0.03 0.407
H -4.55713 -2.45328 0.90690 0.00 -0.02 0.00 0.335
```
Positions in Å, forces in eV/Å.

<S²>: 0.759
total charge: +1
frontier orbital gap (spin up / spin down): 6.8 / 5.7 eV
LUMO level (spin up / spin down): -2.737 / -3.747 eV
highest occupied orbital energy (spin up / spin down): -9.563 / -9.452 eV
energy relative to the best compared isomer or geometry (same formula, charge and spin): 11.6 kcal/mol
multiplicity: 2


Entry 2:
Here is a structure of composition C17H25O9PbS2 in a non-equilibrium geometry from the Open Molecules 2025 dataset. Energies are from wB97M-V/def2-TZVPD.

Geometry as XYZ:
```
54
Properties=species:S:1:pos:R:3:forces:R:3:mulliken_charge:R:1
Pb -1.75770 -0.17811 -1.14171 -0.62 -0.57 -0.11 1.511
S 1.98033 -0.90488 -0.59588 2.05 -0.46 0.28 1.219
S -0.72117 3.08766 0.51169 1.39 0.69 1.24 0.895
O 2.94201 -0.24091 0.27816 -1.45 -0.12 -0.44 -0.723
O -3.59096 -2.21066 2.82858 1.55 0.56 -1.43 -0.807
O -0.99753 1.94755 -0.34669 0.03 -0.07 -1.31 -0.358
O 0.56442 -0.58308 -0.60008 0.57 0.34 -0.06 -0.390
O 1.42691 -2.73301 4.76471 0.21 0.30 0.39 -0.708
O -1.38570 -0.94780 1.52602 -0.67 0.30 -1.11 -0.491
O -0.63154 -4.31847 5.62048 0.11 0.53 -0.20 -0.741
O -1.93290 0.12738 -3.51793 0.10 0.08 1.14 -0.897
O -0.97734 4.44469 0.02288 -0.07 -1.74 0.51 -0.719
C 0.31594 -2.55416 4.29520 -0.82 -0.49 -1.54 0.052
C 0.89171 2.10162 2.39485 0.90 -0.55 -1.04 0.220
C -2.82354 2.38833 -3.63652 -0.09 1.19 0.03 -1.320
C -2.19121 -3.28753 4.22528 2.08 0.43 -0.37 -0.625
C -0.41672 2.39990 3.13829 -0.13 0.12 -0.48 -0.699
C 3.16576 -3.13417 -1.50124 1.63 0.69 -0.74 -0.647
C 2.17617 -2.68082 -0.44743 -1.78 -1.19 -0.51 -0.916
C -1.67607 1.47412 -3.94190 -0.40 -1.98 1.19 1.217
C -1.50511 2.65636 2.08152 -1.00 1.10 -0.15 -0.807
C -2.36966 -2.44870 3.12912 -3.56 -0.23 1.76 0.496
C 0.03224 -1.69563 3.15298 0.24 -0.81 1.41 -0.187
C 1.00955 2.95770 1.16797 -1.02 2.31 -0.25 -0.922
C -0.89233 -3.45960 4.75321 0.27 -1.21 1.39 0.446
C -1.30973 1.46962 -5.39388 0.82 -0.32 -0.79 -1.504
C -1.20534 -1.69975 2.55333 0.65 1.40 -1.10 -0.287
C 2.68171 -0.78913 -2.25611 0.08 -0.24 -0.34 -0.824
C 2.89356 -2.24078 -2.73031 -1.27 0.19 0.03 -0.622
H 0.84095 -1.07080 2.79087 -0.04 0.04 -0.21 0.544
H -3.32932 2.16605 -2.69569 0.29 0.04 0.16 0.255
H 1.70739 2.74200 0.36217 -0.13 -0.65 0.09 0.445
H -0.37121 3.30479 3.74601 0.51 0.04 -0.05 0.348
H 0.99540 1.12529 1.91220 -0.48 -0.64 1.29 -0.440
H 1.94988 -2.62807 -3.12989 -0.22 0.32 0.00 0.271
H -2.06141 0.97583 -6.01319 -0.24 -0.07 0.32 0.341
H 1.77370 2.32522 2.99435 -0.08 -0.42 0.22 0.485
H 3.62128 -0.25622 -2.11908 0.04 -0.08 0.06 0.337
H -1.12636 2.43610 -5.87007 0.04 0.20 0.36 0.360
H -2.32083 3.36144 -3.58499 -0.63 0.33 0.24 0.346
H 1.26404 3.96850 1.50697 -0.33 0.25 -0.41 0.335
H -0.62931 1.58932 3.83217 -0.35 -0.19 -0.32 0.374
H -2.27768 1.89755 1.96290 0.56 -0.51 -0.33 0.399
H 2.16378 -3.08132 0.56583 0.83 0.56 0.23 0.578
H 3.54004 -2.30233 -3.60421 0.59 -0.04 0.45 0.386
H -3.03318 -3.73131 4.73100 -0.06 -0.16 -0.16 0.412
H -2.08943 3.57675 2.18542 0.15 0.06 0.84 0.452
H 1.20801 -3.07295 -0.78413 -0.17 0.30 -0.14 0.343
H -3.61905 2.47030 -4.38030 0.19 -0.34 -0.26 0.336
H 2.04602 -0.20043 -2.91602 -0.18 -0.07 0.13 0.387
H -0.84766 1.75519 -3.27560 0.32 0.82 -0.62 -0.139
H 4.20530 -3.01120 -1.18695 -0.04 0.08 0.23 0.280
H 3.09616 -4.15480 -1.87425 -0.42 -0.19 0.66 0.381
H -0.40230 0.86737 -5.49010 0.03 0.07 -0.19 0.321
```
Positions in Å, forces in eV/Å.

total charge: -1
frontier orbital gap: 4.4 eV
LUMO level: 1.555 eV
highest occupied orbital energy: -2.804 eV
multiplicity: 1